# 1
Entry from OMol25: a 14-piece molecular cluster, C56H112O40 overall (ωB97M-V/def2-TZVPD).

Geometry (Å):
1 C 4.577 -3.917 2.194
2 C 6.095 -3.952 1.820
3 O 6.289 -5.093 1.135
4 C 6.637 -5.204 -0.188
5 O 6.710 -4.252 -0.954
6 O 7.118 -6.437 -0.399
7 C 7.573 -6.828 -1.685
8 H 4.277 -3.203 2.961
9 H 4.111 -4.841 2.536
10 H 3.986 -3.686 1.308
11 H 6.761 -3.981 2.682
12 H 6.435 -3.154 1.160
13 H 7.723 -6.041 -2.424
14 H 6.862 -7.552 -2.084
15 H 8.471 -7.439 -1.596
16 C -0.919 2.188 4.019
17 C 0.342 2.197 3.181
18 O 0.695 3.519 2.741
19 C 1.429 4.367 3.470
20 O 1.759 5.464 3.111
21 O 1.783 3.767 4.621
22 C 2.579 4.360 5.619
23 H -0.747 2.439 5.065
24 H -1.439 1.231 3.972
25 H -1.650 2.849 3.554
26 H 0.157 1.530 2.339
27 H 1.210 1.786 3.696
28 H 3.036 3.624 6.280
29 H 1.967 5.082 6.159
30 H 3.365 4.949 5.146
31 C 1.346 4.818 -2.044
32 C 1.079 4.297 -0.589
33 O 1.859 3.117 -0.369
34 C 3.185 3.139 -0.031
35 O 3.879 2.101 -0.027
36 O 3.590 4.407 0.294
37 C 4.774 4.640 1.069
38 H 0.631 5.584 -2.346
39 H 1.359 3.903 -2.635
40 H 2.319 5.307 -2.101
41 H 0.021 4.056 -0.483
42 H 1.304 5.103 0.110
43 H 4.796 3.934 1.898
44 H 4.716 5.647 1.483
45 H 5.624 4.617 0.387
46 C -0.258 -3.819 -2.553
47 C -0.616 -4.171 -3.965
48 O 0.535 -4.001 -4.776
49 C 0.653 -4.328 -6.091
50 O 1.558 -3.985 -6.806
51 O -0.463 -5.071 -6.518
52 C -0.535 -5.282 -7.916
53 H 0.122 -2.798 -2.505
54 H 0.462 -4.496 -2.093
55 H -1.165 -3.795 -1.949
56 H -1.286 -3.404 -4.355
57 H -1.076 -5.151 -4.089
58 H -0.875 -4.315 -8.288
59 H -1.328 -5.960 -8.231
60 H 0.341 -5.758 -8.356
61 C -9.589 -2.172 2.631
62 C -8.557 -1.678 1.620
63 O -7.515 -2.613 1.498
64 C -6.452 -2.317 0.698
65 O -6.283 -1.343 0.006
66 O -5.601 -3.360 0.832
67 C -4.356 -3.488 0.163
68 H -10.331 -2.802 2.140
69 H -10.123 -1.348 3.104
70 H -9.043 -2.733 3.390
71 H -8.174 -0.746 2.035
72 H -8.953 -1.389 0.647
73 H -4.061 -4.528 0.302
74 H -3.669 -2.815 0.676
75 H -4.534 -3.305 -0.897
76 C 2.713 -0.017 -4.254
77 C 2.170 1.220 -3.500
78 O 1.155 1.926 -4.152
79 C 1.560 2.780 -5.131
80 O 2.700 3.103 -5.439
81 O 0.485 3.264 -5.657
82 C 0.444 4.008 -6.842
83 H 2.232 -0.950 -3.958
84 H 3.765 -0.127 -3.993
85 H 2.750 0.061 -5.340
86 H 2.963 1.901 -3.191
87 H 1.744 0.920 -2.543
88 H 1.101 3.575 -7.596
89 H 0.774 5.025 -6.634
90 H -0.559 4.198 -7.224
91 C -3.096 -1.860 3.316
92 C -3.826 -0.902 4.213
93 O -5.055 -0.485 3.696
94 C -5.921 0.252 4.330
95 O -6.047 0.510 5.500
96 O -6.715 0.808 3.426
97 C -7.748 1.736 3.761
98 H -2.923 -1.479 2.309
99 H -3.847 -2.643 3.204
100 H -2.206 -2.339 3.723
101 H -3.170 -0.063 4.442
102 H -3.957 -1.428 5.159
103 H -8.635 1.163 4.028
104 H -7.900 2.215 2.794
105 H -7.347 2.470 4.460
106 C 2.892 -3.562 5.644
107 C 2.902 -2.149 5.221
108 O 2.516 -1.354 6.383
109 C 1.395 -0.553 6.425
110 O 0.444 -0.628 5.642
111 O 1.458 0.272 7.500
112 C 0.416 1.189 7.779
113 H 1.956 -3.801 6.150
114 H 3.624 -3.790 6.419
115 H 3.236 -4.127 4.777
116 H 2.353 -2.087 4.281
117 H 3.916 -1.845 4.963
118 H -0.221 1.405 6.922
119 H 0.714 2.172 8.143
120 H -0.198 0.674 8.517
121 C 2.785 -0.145 2.075
122 C 3.785 0.846 2.550
123 O 3.946 0.874 3.983
124 C 4.781 1.713 4.565
125 O 5.644 2.398 3.992
126 O 4.732 1.497 5.878
127 C 5.659 2.157 6.719
128 H 1.981 -0.258 2.803
129 H 3.121 -1.172 1.930
130 H 2.289 0.172 1.158
131 H 3.373 1.800 2.221
132 H 4.769 0.649 2.123
133 H 6.706 1.898 6.560
134 H 5.457 1.765 7.716
135 H 5.618 3.241 6.820
136 C -2.806 2.788 -3.331
137 C -2.222 4.133 -3.725
138 O -2.927 4.488 -4.949
139 C -2.523 5.521 -5.607
140 O -1.583 6.291 -5.402
141 O -3.259 5.578 -6.698
142 C -3.150 6.609 -7.636
143 H -2.431 2.610 -2.323
144 H -2.444 2.024 -4.020
145 H -3.894 2.828 -3.275
146 H -1.155 4.170 -3.946
147 H -2.420 4.875 -2.952
148 H -3.597 7.522 -7.243
149 H -3.804 6.325 -8.461
150 H -2.142 6.777 -8.015
151 C -3.463 -0.553 -3.970
152 C -3.862 -1.892 -3.378
153 O -3.593 -2.792 -4.463
154 C -3.984 -4.061 -4.281
155 O -4.648 -4.545 -3.313
156 O -3.496 -4.767 -5.333
157 C -3.729 -6.186 -5.515
158 H -3.485 0.290 -3.280
159 H -4.079 -0.269 -4.823
160 H -2.416 -0.566 -4.275
161 H -4.872 -1.823 -2.974
162 H -3.165 -2.094 -2.564
163 H -4.808 -6.297 -5.624
164 H -3.387 -6.842 -4.715
165 H -3.244 -6.481 -6.445
166 C -2.028 6.146 -0.014
167 C -2.247 5.453 1.316
168 O -2.218 4.049 1.179
169 C -3.296 3.336 0.742
170 O -4.300 3.813 0.237
171 O -3.089 2.045 1.007
172 C -4.102 1.153 0.626
173 H -2.555 5.685 -0.850
174 H -0.995 6.183 -0.362
175 H -2.495 7.122 0.114
176 H -3.214 5.798 1.682
177 H -1.450 5.767 1.990
178 H -3.935 0.723 -0.362
179 H -5.099 1.588 0.555
180 H -4.152 0.352 1.364
181 O 2.942 -2.777 -1.000
182 C 3.944 -2.713 -1.700
183 O 4.933 -1.912 -1.559
184 C 4.911 -0.999 -0.477
185 C 6.080 -0.085 -0.568
186 C 4.051 -3.574 -2.899
187 H 4.833 -1.526 0.474
188 H 3.972 -0.469 -0.637
189 H 6.122 0.664 0.223
190 H 6.078 0.451 -1.517
191 H 7.008 -0.655 -0.515
192 H 4.815 -4.349 -2.837
193 H 4.217 -2.944 -3.772
194 H 3.078 -4.041 -3.051
195 O -1.544 -1.271 -0.904
196 C -0.753 -0.731 -0.169
197 O -0.207 -1.322 0.827
198 C -0.309 -2.691 1.047
199 C 0.727 -3.164 2.091
200 C -0.304 0.698 -0.412
201 H -0.142 -3.333 0.182
202 H -1.322 -2.966 1.343
203 H 0.827 -2.473 2.928
204 H 1.732 -3.180 1.671
205 H 0.518 -4.121 2.569
206 H -0.786 1.151 -1.278
207 H 0.786 0.686 -0.431
208 H -0.597 1.207 0.506

Atoms 1-3, force components in eV/Å:
-0.11 0.68 -0.28
-1.41 1.91 0.78
0.91 -4.81 -2.81

Results
- 2S+1: 1
- Gap between HOMO and LUMO: 5.853 eV
- Strongest force on any atom: 5.6 eV/A
- Total charge: 0



# 2
Entry from OMol25: C5H13N3O2 as an isolated structure (ωB97M-V/def2-TZVPD).

Geometry (Å):
1 C -2.548 1.120 1.215
2 C 5.897 -5.038 -4.925
3 C -0.594 -0.148 0.478
4 C -0.732 3.214 1.054
5 C -1.971 0.368 0.061
6 N 6.183 -5.696 -3.924
7 N -2.745 2.800 2.929
8 N -2.184 2.239 1.776
9 O -3.512 0.418 1.739
10 O 5.908 -4.345 -5.791
11 H 0.240 0.504 0.922
12 H -0.085 -0.474 -0.518
13 H -0.825 -0.969 1.278
14 H -1.197 3.827 0.247
15 H -0.303 3.657 2.023
16 H -0.134 2.467 0.633
17 H -1.823 0.912 -0.897
18 H -2.568 -0.480 -0.187
19 H 7.130 -5.711 -3.701
20 H 5.538 -6.131 -3.237
21 H -2.090 3.409 3.405
22 H -4.032 0.659 2.539
23 H -3.552 3.397 2.882

Atoms 1-3, force components in eV/Å:
-1.40 0.52 1.50
0.31 0.81 -0.44
1.89 -1.71 0.16

Results
- 2S+1: 1
- Gap between HOMO and LUMO: 8.100 eV
- Strongest force on any atom: 4.8 eV/A
- Total charge: +2
- Energy above the lowest of the compared OMol25 structures with the same formula, charge and spin: 0.9961 eV



# 3
Entry from OMol25: one molecule with the formula C5H11NO3 (ωB97M-V/def2-TZVPD).

Geometry (Å):
1 C -2.089 0.406 1.027
2 N -1.024 -0.545 0.777
3 C 0.093 -0.377 1.689
4 C -0.661 -0.687 -0.619
5 C -0.010 0.520 -1.312
6 O 1.349 0.743 -0.892
7 C 2.381 -0.158 -1.457
8 O 2.316 -0.707 -2.502
9 O 3.226 -0.079 -0.477
10 H -2.442 0.279 2.052
11 H -2.923 0.208 0.354
12 H -1.784 1.458 0.905
13 H 0.863 -1.115 1.464
14 H -0.256 -0.547 2.709
15 H 0.540 0.630 1.650
16 H -1.568 -0.936 -1.175
17 H 0.015 -1.543 -0.712
18 H -0.556 1.442 -1.114
19 H -0.001 0.353 -2.393
20 H 2.530 0.654 0.027

Atoms 1-3, force components in eV/Å:
0.11 -0.07 -0.01
0.00 -0.01 0.02
-0.16 0.03 -0.04

Results
- 2S+1: 1
- Gap between HOMO and LUMO: 9.347 eV
- Strongest force on any atom: 3.5 eV/A
- Total charge: 0
- Energy above the lowest of the compared OMol25 structures with the same formula, charge and spin: 1.9998 eV
- SMILES: CN(C)CCOC(=O)O



# 4
Entry from OMol25: a 2-piece molecular cluster, C3H8OS overall (ωB97M-V/def2-TZVPD).

Geometry (Å):
1 C -0.732 3.181 -0.035
2 C -0.879 1.682 -0.002
3 O -1.183 1.169 1.035
4 H 0.210 3.501 0.417
5 H -1.525 3.514 0.639
6 H -0.824 3.799 -0.927
7 H -0.872 1.062 -0.908
8 C 1.469 -3.074 -0.141
9 S -0.395 -3.298 -0.247
10 H 1.610 -2.360 -0.937
11 H 1.905 -2.816 0.820
12 H 1.880 -4.071 -0.299
13 H -0.665 -2.289 0.587

Atoms 1-3, force components in eV/Å:
-0.03 0.87 0.48
-0.68 0.61 -0.58
0.14 -0.70 0.73

Results
- 2S+1: 1
- Gap between HOMO and LUMO: 9.878 eV
- Strongest force on any atom: 1.4 eV/A
- Total charge: 0
- Energy above the lowest of the compared OMol25 structures with the same formula, charge and spin: 0.9252 eV
- SMILES: CC=O.CS



Lowest unoccupied orbital energy (eV)
-4.1262; -7.4503; 0.6976; 0.8964